Density functional theory data (wB97M-V/def2-TZVPD) for a 15-piece molecular cluster, C87H183F9N9O18S3 overall.

Values from the calculation:
E_HOMO   -11.80 eV
Net charge   +3
Kohn-Sham gap   7.5 eV
E   -200395.6103 eV

Each atom is followed by the atoms it is bonded to, with distances in Å.
Cartesian coordinates (Å):
1 C -7.927 -0.003 3.571  C2 1.529, H11 1.107, H12 1.115, H13 1.095
2 C -7.276 -1.383 3.655  C1 1.529, C3 1.507, H14 1.093, H15 1.074
3 C -5.992 -1.325 4.442  C2 1.507, N4 1.564, H16 1.107, H17 1.111
4 N -5.090 -2.597 4.325  C3 1.564, C5 1.456, C9 1.526, C10 1.472
5 C -5.896 -3.781 4.587  N4 1.456, C6 1.571, H18 1.109, H19 1.110
6 C -4.985 -5.033 4.852  C5 1.571, C7 1.523, H20 1.066, H21 1.089
7 C -3.811 -4.875 5.809  C6 1.523, C8 1.541, H22 1.084, H23 1.059
8 C -2.971 -3.637 5.437  C7 1.541, C9 1.550, H24 1.053, H25 1.090
9 C -3.926 -2.424 5.297  N4 1.526, C8 1.550, H26 1.125, H27 1.080
10 C -4.540 -2.661 2.961  N4 1.472, H28 1.134, H29 1.063, H30 1.071
11 H -8.109 0.442 4.568  C1 1.107
12 H -8.897 -0.197 3.057  C1 1.115
13 H -7.334 0.740 3.028  C1 1.095
14 H -7.142 -1.754 2.636  C2 1.093
15 H -7.829 -2.105 4.227  C2 1.074
16 H -6.166 -1.125 5.517  C3 1.107
17 H -5.308 -0.492 4.173  C3 1.111
18 H -6.585 -3.678 5.451  C5 1.109
19 H -6.387 -4.016 3.620  C5 1.110
20 H -5.675 -5.802 5.114  C6 1.066
21 H -4.580 -5.324 3.883  C6 1.089
22 H -4.041 -4.944 6.865  C7 1.084
23 H -3.228 -5.723 5.562  C7 1.059
24 H -2.326 -3.416 6.238  C8 1.053
25 H -2.515 -3.916 4.487  C8 1.090
26 H -4.388 -2.257 6.308  C9 1.125
27 H -3.358 -1.561 4.982  C9 1.080
28 H -5.270 -3.134 2.234  C10 1.134
29 H -3.683 -3.288 2.935  C10 1.063
30 H -4.379 -1.624 2.747  C10 1.071
31 C 5.436 -9.961 0.720  C32 1.582, H41 1.119, H42 1.093, H43 1.101
32 C 4.748 -10.072 2.140  C31 1.582, C33 1.480, H44 1.117, H45 1.080
33 C 3.337 -9.635 2.242  C32 1.480, N34 1.565, H46 1.088, H47 1.077
34 N 2.971 -8.140 1.962  C33 1.565, C35 1.530, C39 1.518, C40 1.520
35 C 3.142 -7.864 0.467  N34 1.530, C36 1.470, H48 1.089, H49 1.090
36 C 2.731 -6.506 0.082  C35 1.470, C37 1.538, H50 1.097, H51 1.106
37 C 1.278 -6.173 0.463  C36 1.538, C38 1.559, H52 1.099, H53 1.086
38 C 1.151 -6.476 1.987  C37 1.559, C39 1.494, H54 1.133, H55 1.067
39 C 1.520 -7.883 2.327  N34 1.518, C38 1.494, H56 1.113, H57 1.075
40 C 3.878 -7.279 2.826  N34 1.520, H58 1.089, H59 1.086, H60 1.078
41 H 4.727 -10.102 -0.135  C31 1.119
42 H 6.165 -10.775 0.714  C31 1.093
43 H 5.930 -8.993 0.542  C31 1.101
44 H 5.385 -9.627 2.942  C32 1.117
45 H 4.794 -11.122 2.392  C32 1.080
46 H 2.992 -9.898 3.240  C33 1.088
47 H 2.728 -10.172 1.535  C33 1.077
48 H 2.643 -8.641 -0.112  C35 1.089
49 H 4.191 -7.978 0.193  C35 1.090
50 H 2.910 -6.440 -0.997  C36 1.097
51 H 3.438 -5.814 0.576  C36 1.106
52 H 0.464 -6.702 -0.051  C37 1.099
53 H 1.074 -5.130 0.240  C37 1.086
54 H 0.090 -6.294 2.339  C38 1.133
55 H 1.744 -5.767 2.521  C38 1.067
56 H 0.953 -8.663 1.772  C39 1.113
57 H 1.429 -8.107 3.375  C39 1.075
58 H 4.888 -7.568 2.541  C40 1.089
59 H 3.761 -7.564 3.868  C40 1.086
60 H 3.723 -6.216 2.741  C40 1.078
61 C 6.962 1.759 2.231  C62 1.541, H71 1.082, H72 1.096, H73 1.091
62 C 6.443 3.186 2.496  C61 1.541, C63 1.505, H74 1.060, H75 1.114
63 C 6.066 3.287 3.949  C62 1.505, N64 1.520, H76 1.080, H77 1.132
64 N 5.597 4.615 4.523  C63 1.520, C65 1.554, C69 1.504, C70 1.463
65 C 4.291 5.060 3.809  N64 1.554, C66 1.476, H78 1.091, H79 1.074
66 C 3.201 4.068 3.890  C65 1.476, C67 1.540, H80 1.083, H81 1.081
67 C 2.850 3.697 5.343  C66 1.540, C68 1.510, H82 1.106, H83 1.108
68 C 4.095 3.219 6.051  C67 1.510, C69 1.556, H84 1.090, H85 1.054
69 C 5.285 4.216 5.939  N64 1.504, C68 1.556, H86 1.110, H87 1.094
70 C 6.623 5.657 4.542  N64 1.463, H88 1.124, H89 1.055, H90 1.106
71 H 7.180 1.666 1.175  C61 1.082
72 H 6.087 1.125 2.411  C61 1.096
73 H 7.806 1.482 2.866  C61 1.091
74 H 5.649 3.493 1.864  C62 1.060
75 H 7.312 3.867 2.349  C62 1.114
76 H 6.887 2.985 4.583  C63 1.080
77 H 5.180 2.596 4.077  C63 1.132
78 H 4.609 5.268 2.786  C65 1.091
79 H 4.088 5.971 4.340  C65 1.074
80 H 3.621 3.168 3.459  C66 1.083
81 H 2.357 4.442 3.329  C66 1.081
82 H 2.145 2.845 5.351  C67 1.106
83 H 2.374 4.556 5.856  C67 1.108
84 H 4.397 2.240 5.677  C68 1.090
85 H 3.975 3.086 7.090  C68 1.054
86 H 6.222 3.844 6.406  C69 1.110
87 H 4.942 5.118 6.455  C69 1.094
88 H 6.939 5.953 3.504  C70 1.124
89 H 7.507 5.230 4.927  C70 1.055
90 H 6.255 6.495 5.163  C70 1.106
91 C 0.849 -6.426 -3.428  C92 1.503, H101 1.104, H102 1.119, H103 1.041
92 C -0.568 -6.834 -3.135  C91 1.503, C93 1.506, H104 1.086, H105 1.086
93 C -1.467 -5.754 -2.596  C92 1.506, N94 1.518, H106 1.076, H107 1.118
94 N -2.942 -6.111 -2.601  C93 1.518, C95 1.536, C99 1.510, C100 1.508
95 C -3.472 -6.298 -4.030  N94 1.536, C96 1.567, H108 1.057, H109 1.121
96 C -5.007 -6.555 -4.210  C95 1.567, C97 1.569, H110 1.081, H111 1.095
97 C -5.694 -5.341 -3.492  C96 1.569, C98 1.550, H112 1.117, H113 1.152
98 C -5.180 -5.086 -2.052  C97 1.550, C99 1.484, H114 1.075, H115 1.079
99 C -3.702 -4.958 -1.987  N94 1.510, C98 1.484, H116 1.050, H117 1.097
100 C -3.142 -7.324 -1.727  N94 1.508, H118 1.082, H119 1.098, H120 1.095
101 H 0.985 -5.610 -4.158  C91 1.104
102 H 1.278 -7.306 -3.969  C91 1.119
103 H 1.471 -6.153 -2.639  C91 1.041
104 H -0.516 -7.607 -2.374  C92 1.086
105 H -1.079 -7.304 -3.971  C92 1.086
106 H -1.421 -4.850 -3.180  C93 1.076
107 H -1.219 -5.535 -1.528  C93 1.118
108 H -3.244 -5.408 -4.553  C95 1.057
109 H -2.881 -7.193 -4.355  C95 1.121
110 H -5.187 -6.726 -5.262  C96 1.081
111 H -5.297 -7.474 -3.690  C96 1.095
112 H -5.499 -4.432 -4.112  C97 1.117
113 H -6.842 -5.410 -3.435  C97 1.152
114 H -5.476 -4.135 -1.646  C98 1.075
115 H -5.553 -5.820 -1.354  C98 1.079
116 H -3.332 -4.123 -2.503  C99 1.050
117 H -3.321 -4.856 -0.964  C99 1.097
118 H -2.659 -8.202 -2.135  C100 1.082
119 H -4.222 -7.517 -1.790  C100 1.098
120 H -2.882 -7.052 -0.698  C100 1.095
121 C 2.974 1.028 -0.033  C122 1.564, H131 1.108, H132 1.063, H133 1.131
122 C 1.494 0.576 -0.262  C121 1.564, C123 1.541, H134 1.071, H135 1.103
123 C 0.680 0.612 1.047  C122 1.541, N124 1.472, H136 1.081, H137 1.082
124 N -0.360 -0.412 1.235  C123 1.472, C125 1.502, C129 1.493, C130 1.533
125 C 0.251 -1.771 1.427  N124 1.502, C126 1.494, H138 1.103, H139 1.076
126 C -0.772 -2.858 1.482  C125 1.494, C127 1.528, H140 1.108, H141 1.094
127 C -1.743 -2.828 0.303  C126 1.528, C128 1.526, H142 1.102, H143 1.135
128 C -2.418 -1.461 0.233  C127 1.526, C129 1.523, H144 1.055, H145 1.092
129 C -1.316 -0.419 0.088  N124 1.493, C128 1.523, H146 1.115, H147 1.106
130 C -1.094 -0.056 2.532  N124 1.533, H148 1.108, H149 1.096, H150 1.080
131 H 3.319 0.687 0.964  C121 1.108
132 H 3.063 2.085 -0.112  C121 1.063
133 H 3.638 0.588 -0.836  C121 1.131
134 H 1.512 -0.425 -0.644  C122 1.071
135 H 1.032 1.194 -1.050  C122 1.103
136 H 0.200 1.563 1.232  C123 1.081
137 H 1.328 0.466 1.901  C123 1.082
138 H 0.907 -1.873 0.547  C125 1.103
139 H 0.840 -1.728 2.325  C125 1.076
140 H -0.134 -3.762 1.433  C126 1.108
141 H -1.252 -2.797 2.463  C126 1.094
142 H -1.287 -3.108 -0.661  C127 1.102
143 H -2.462 -3.685 0.495  C127 1.135
144 H -3.058 -1.391 -0.602  C128 1.055
145 H -2.952 -1.218 1.154  C128 1.092
146 H -0.715 -0.522 -0.845  C129 1.115
147 H -1.743 0.599 0.151  C129 1.106
148 H -1.321 -1.046 2.976  C130 1.108
149 H -1.982 0.584 2.470  C130 1.096
150 H -0.349 0.491 3.090  C130 1.080
151 C -0.291 4.202 -2.523  C152 1.508, H161 1.103, H162 1.053, H163 1.116
152 C -0.792 5.543 -2.049  C151 1.508, C153 1.519, H164 1.090, H165 1.088
153 C -0.206 6.713 -2.820  C152 1.519, N154 1.514, H166 1.103, H167 1.085
154 N -0.735 8.088 -2.470  C153 1.514, C155 1.558, C159 1.482, C160 1.475
155 C 0.059 9.102 -3.346  N154 1.558, C156 1.527, H168 1.089, H169 1.064
156 C -0.598 10.471 -3.506  C155 1.527, C157 1.538, H170 1.134, H171 1.108
157 C -2.101 10.352 -3.808  C156 1.538, C158 1.579, H172 1.106, H173 1.068
158 C -2.876 9.431 -2.786  C157 1.579, C159 1.518, H174 1.069, H175 1.071
159 C -2.197 8.074 -2.711  N154 1.482, C158 1.518, H176 1.081, H177 1.055
160 C -0.598 8.314 -1.019  N154 1.475, H178 1.046, H179 1.081, H180 1.131
161 H -0.974 3.424 -2.144  C151 1.103
162 H 0.678 3.928 -2.216  C151 1.053
163 H -0.224 4.205 -3.637  C151 1.116
164 H -0.721 5.680 -0.970  C152 1.090
165 H -1.867 5.565 -2.219  C152 1.088
166 H -0.506 6.483 -3.856  C153 1.103
167 H 0.863 6.750 -2.635  C153 1.085
168 H -0.011 8.578 -4.297  C155 1.089
169 H 0.994 9.011 -2.844  C155 1.064
170 H 0.017 11.057 -4.257  C156 1.134
171 H -0.414 11.012 -2.556  C156 1.108
172 H -2.247 10.001 -4.847  C157 1.106
173 H -2.473 11.344 -3.679  C157 1.068
174 H -3.856 9.229 -3.162  C158 1.069
175 H -2.928 9.972 -1.863  C158 1.071
176 H -2.380 7.770 -3.731  C159 1.081
177 H -2.663 7.441 -2.007  C159 1.055
178 H 0.347 8.013 -0.688  C160 1.046
179 H -1.329 7.729 -0.479  C160 1.081
180 H -0.746 9.426 -0.872  C160 1.131
181 C -2.789 9.637 2.280  C182 1.549, H191 1.081, H192 1.098, H193 1.090
182 C -2.322 8.160 2.256  C181 1.549, C183 1.500, H194 1.086, H195 1.071
183 C -3.209 7.319 3.126  C182 1.500, N184 1.506, H196 1.106, H197 1.127
184 N -2.676 5.987 3.584  C183 1.506, C185 1.501, C189 1.525, C190 1.515
185 C -2.214 5.153 2.424  N184 1.501, C186 1.537, H198 1.090, H199 1.070
186 C -1.622 3.776 2.763  C185 1.537, C187 1.573, H200 1.089, H201 1.093
187 C -0.418 3.991 3.751  C186 1.573, C188 1.517, H202 1.095, H203 1.095
188 C -0.790 4.854 4.942  C187 1.517, C189 1.528, H204 1.085, H205 1.102
189 C -1.528 6.141 4.575  N184 1.525, C188 1.528, H206 1.099, H207 1.075
190 C -3.826 5.281 4.273  N184 1.515, H208 1.098, H209 1.069, H210 1.113
191 H -2.731 9.965 3.309  C181 1.081
192 H -3.791 9.734 1.841  C181 1.098
193 H -2.098 10.304 1.766  C181 1.090
194 H -1.307 8.033 2.621  C182 1.086
195 H -2.456 7.862 1.237  C182 1.071
196 H -4.206 7.137 2.685  C183 1.106
197 H -3.505 7.891 4.050  C183 1.127
198 H -1.446 5.735 1.915  C185 1.090
199 H -3.083 4.953 1.832  C185 1.070
200 H -1.302 3.417 1.786  C186 1.089
201 H -2.284 3.077 3.281  C186 1.093
202 H 0.371 4.535 3.222  C187 1.095
203 H 0.059 3.052 4.052  C187 1.095
204 H 0.077 5.084 5.552  C188 1.085
205 H -1.455 4.399 5.694  C188 1.102
206 H -0.831 6.890 4.174  C189 1.099
207 H -2.051 6.560 5.416  C189 1.075
208 H -3.536 4.443 4.920  C190 1.098
209 H -4.502 4.958 3.511  C190 1.069
210 H -4.300 6.021 4.956  C190 1.113
211 C 2.637 2.495 -4.166  C212 1.542, H221 1.132, H222 1.099, H223 1.102
212 C 4.148 2.285 -4.397  C211 1.542, C213 1.514, H224 1.101, H225 1.101
213 C 4.517 0.822 -4.277  C212 1.514, N214 1.566, H226 1.098, H227 1.067
214 N 5.841 0.345 -4.965  C213 1.566, C215 1.521, C219 1.471, C220 1.524
215 C 6.132 -1.109 -4.628  N214 1.521, C216 1.543, H228 1.140, H229 1.082
216 C 6.647 -1.277 -3.183  C215 1.543, C217 1.504, H230 1.086, H231 1.104
217 C 7.770 -0.363 -2.779  C216 1.504, C218 1.532, H232 1.118, H233 1.086
218 C 7.510 1.063 -3.276  C217 1.532, C219 1.463, H234 1.137, H235 1.074
219 C 7.050 1.126 -4.664  N214 1.471, C218 1.463, H236 1.065, H237 1.069
220 C 5.611 0.398 -6.471  N214 1.524, H238 1.089, H239 1.077, H240 1.060
221 H 1.999 1.958 -4.931  C211 1.132
222 H 2.378 3.558 -4.261  C211 1.099
223 H 2.289 2.199 -3.162  C211 1.102
224 H 4.652 2.835 -3.588  C212 1.101
225 H 4.495 2.702 -5.355  C212 1.101
226 H 3.681 0.167 -4.555  C213 1.098
227 H 4.663 0.650 -3.234  C213 1.067
228 H 5.133 -1.658 -4.632  C215 1.140
229 H 6.761 -1.386 -5.464  C215 1.082
230 H 5.811 -1.052 -2.528  C216 1.086
231 H 6.745 -2.377 -3.154  C216 1.104
232 H 7.958 -0.535 -1.690  C217 1.118
233 H 8.704 -0.727 -3.197  C217 1.086
234 H 6.763 1.492 -2.534  C218 1.137
235 H 8.422 1.620 -3.165  C218 1.074
236 H 6.834 2.115 -4.993  C219 1.065
237 H 7.768 0.672 -5.314  C219 1.069
238 H 5.513 1.437 -6.781  C220 1.089
239 H 4.717 -0.199 -6.540  C220 1.077
240 H 6.404 0.007 -7.055  C220 1.060
241 C 0.036 -0.581 -7.174  C242 1.524, H251 1.111, H252 1.105, H253 1.065
242 C -1.421 -0.776 -6.771  C241 1.524, C243 1.524, H254 1.109, H255 1.097
243 C -1.835 0.164 -5.646  C242 1.524, N244 1.511, H256 1.123, H257 1.087
244 N -3.211 0.094 -5.026  C243 1.511, C245 1.473, C249 1.512, C250 1.480
245 C -3.354 1.345 -4.261  N244 1.473, C246 1.506, H258 1.104, H259 1.110
246 C -4.598 1.450 -3.418  C245 1.506, C247 1.529, H260 1.114, H261 1.124
247 C -4.643 0.318 -2.392  C246 1.529, C248 1.542, H262 1.095, H263 1.098
248 C -4.430 -1.004 -3.156  C247 1.542, C249 1.470, H264 1.079, H265 1.107
249 C -3.221 -1.011 -3.993  N244 1.512, C248 1.470, H266 1.123, H267 1.060
250 C -4.291 -0.074 -6.024  N244 1.480, H268 1.083, H269 1.136, H270 1.080
251 H 0.726 -0.485 -6.308  C241 1.111
252 H 0.134 0.387 -7.698  C241 1.105
253 H 0.450 -1.305 -7.837  C241 1.065
254 H -1.609 -1.836 -6.504  C242 1.109
255 H -1.980 -0.533 -7.683  C242 1.097
256 H -1.812 1.212 -6.049  C243 1.123
257 H -1.153 0.135 -4.800  C243 1.087
258 H -2.424 1.492 -3.685  C245 1.104
259 H -3.481 2.156 -5.008  C245 1.110
260 H -4.558 2.374 -2.798  C246 1.114
261 H -5.523 1.543 -4.048  C246 1.124
262 H -3.793 0.416 -1.708  C247 1.095
263 H -5.534 0.197 -1.762  C247 1.098
264 H -4.342 -1.887 -2.542  C248 1.079
265 H -5.321 -1.269 -3.756  C248 1.107
266 H -2.217 -0.962 -3.493  C249 1.123
267 H -3.297 -1.926 -4.524  C249 1.060
268 H -4.020 -0.920 -6.643  C250 1.083
269 H -4.408 0.862 -6.657  C250 1.136
270 H -5.255 -0.289 -5.585  C250 1.080
271 O 3.247 5.322 0.827  C272 1.458, H275 0.977
272 C 2.091 5.872 0.128  O271 1.458, O273 1.251, O274 1.264
273 O 2.363 6.523 -0.906  C272 1.251
274 O 1.030 5.687 0.789  C272 1.264
275 H 3.931 5.508 0.154  O271 0.977
276 O -4.227 -7.065 2.188  C277 1.313, H280 0.969
277 C -3.910 -5.994 1.497  O276 1.313, O278 1.235, O279 1.381
278 O -4.829 -5.181 1.355  C277 1.235
279 O -2.709 -5.742 0.865  C277 1.381
280 H -5.111 -6.954 2.571  O276 0.969
281 O 2.916 -1.001 3.573  C282 1.347, H285 0.984
282 C 2.967 0.343 3.631  O281 1.347, O283 1.278, O284 1.248
283 O 4.043 0.883 3.201  C282 1.278
284 O 1.925 0.948 3.955  C282 1.248
285 H 3.848 -1.295 3.464  O281 0.984
286 C 2.167 -2.279 -3.938  F287 1.370, F288 1.317, F289 1.336, S290 1.821
287 F 2.455 -3.617 -3.876  C286 1.370
288 F 2.924 -1.582 -3.117  C286 1.317
289 F 2.195 -1.854 -5.205  C286 1.336
290 S 0.478 -1.911 -3.365  C286 1.821, O291 1.436, O292 1.484, O293 1.446
291 O 0.452 -2.457 -2.036  S290 1.436
292 O 0.266 -0.444 -3.313  S290 1.484
293 O -0.379 -2.570 -4.324  S290 1.446
294 C 5.481 -3.092 0.035  F295 1.317, F296 1.361, F297 1.324, S298 1.851
295 F 4.840 -2.053 -0.459  C294 1.317
296 F 5.491 -4.066 -0.915  C294 1.361
297 F 6.772 -2.828 0.166  C294 1.324
298 S 4.739 -3.662 1.632  C294 1.851, O299 1.465, O300 1.455, O301 1.437
299 O 3.285 -3.570 1.479  S298 1.465
300 O 5.201 -5.034 1.771  S298 1.455
301 O 5.243 -2.642 2.512  S298 1.437
302 C -5.967 2.760 0.693  F303 1.289, F304 1.384, F305 1.296, S306 1.837
303 F -5.987 2.615 -0.587  C302 1.289
304 F -5.694 4.090 0.961  C302 1.384
305 F -7.087 2.526 1.300  C302 1.296
306 S -4.604 1.763 1.418  C302 1.837, O307 1.441, O308 1.403, O309 1.459
307 O -4.397 2.306 2.736  S306 1.441
308 O -5.118 0.458 1.417  S306 1.403
309 O -3.570 2.031 0.424  S306 1.459